1.
# C58H49NO2P3S2W

A molecular structure, C58H49NO2P3S2W at a distorted geometry (the ωB97M-V functional and the def2-TZVPD basis, OMol25).

CARTESIAN COORDINATES (ANGSTROEM)
W  -0.19  0.14  -0.70
O  -2.41  -4.20  0.91
S  -0.86  -1.59  1.00
C  -1.59  -0.83  2.44
C  -1.79  -1.62  3.56
C  -2.42  -1.06  4.65
C  -2.88  0.25  4.61
C  -2.69  1.02  3.47
C  -2.02  0.48  2.37
P  -1.76  1.46  0.87
C  -3.43  1.71  0.27
C  -3.75  2.79  -0.56
C  -5.03  2.91  -1.06
C  -6.00  1.95  -0.76
C  -5.68  0.87  0.05
C  -4.39  0.75  0.56
C  -1.17  3.09  1.41
C  -2.08  4.02  1.93
C  -1.63  5.22  2.45
C  -0.27  5.52  2.45
C  0.64  4.62  1.93
C  0.18  3.41  1.41
C  0.61  -2.36  1.61
C  0.47  -3.65  2.11
C  1.58  -4.28  2.64
C  2.81  -3.62  2.67
C  2.94  -2.35  2.14
C  1.84  -1.72  1.57
P  1.93  -0.05  0.87
C  2.24  0.95  2.35
C  1.31  0.87  3.38
C  1.53  1.52  4.58
C  2.70  2.26  4.76
C  3.64  2.32  3.75
C  3.42  1.66  2.54
C  3.40  0.05  -0.19
C  4.10  -1.08  -0.60
C  5.19  -0.96  -1.45
C  5.59  0.29  -1.89
C  4.89  1.43  -1.50
C  3.80  1.31  -0.65
H  -1.47  -2.65  3.59
H  -2.58  -1.66  5.54
H  -3.38  0.68  5.47
H  -3.05  2.04  3.45
H  -3.01  3.54  -0.80
H  -5.29  3.75  -1.69
H  -7.01  2.06  -1.14
H  -6.44  0.14  0.31
H  -4.16  -0.10  1.20
H  -3.14  3.81  1.93
H  -2.35  5.93  2.85
H  0.07  6.47  2.86
H  1.69  4.85  1.92
H  0.90  2.74  0.99
H  -0.49  -4.15  2.06
H  1.49  -5.28  3.04
H  3.67  -4.11  3.11
H  3.91  -1.85  2.17
H  0.40  0.30  3.27
H  0.80  1.46  5.38
H  2.88  2.77  5.70
H  4.57  2.87  3.89
H  4.18  1.71  1.77
H  3.80  -2.06  -0.26
H  5.74  -1.84  -1.75
H  6.46  0.39  -2.54
H  5.21  2.41  -1.84
H  3.28  2.20  -0.34
S  -1.80  0.93  -2.42
C  -1.70  2.58  -2.83
N  -1.68  3.67  -3.19
C  -1.69  -1.76  -3.70
P  -1.03  -2.03  -2.03
C  -2.37  -2.89  -1.18
C  -3.58  -2.31  -1.11
C  -4.75  -3.02  -0.58
C  -4.64  -4.27  -0.14
C  -3.33  -4.90  0.05
C  -2.13  -4.18  -0.51
C  0.29  -3.24  -2.29
C  1.49  -3.19  -1.59
C  2.45  -4.18  -1.74
C  2.22  -5.23  -2.62
C  1.04  -5.28  -3.35
C  0.08  -4.29  -3.19
H  -1.98  -2.75  -4.05
H  -0.94  -1.33  -4.36
H  -2.57  -1.14  -3.68
H  -3.76  -1.32  -1.53
H  -5.72  -2.55  -0.69
H  -5.53  -4.87  0.05
H  -3.28  -5.98  0.16
H  -1.26  -4.76  -0.79
H  1.70  -2.37  -0.93
H  3.37  -4.14  -1.18
H  2.96  -6.01  -2.74
H  0.85  -6.09  -4.04
H  -0.84  -4.37  -3.76
C  2.51  0.09  -4.16
C  1.73  0.69  -3.06
O  1.20  -0.09  -2.23
C  1.56  2.11  -2.90
C  0.97  2.62  -1.74
C  0.79  3.96  -1.52
C  1.22  4.84  -2.52
C  1.81  4.37  -3.69
C  1.99  3.01  -3.87
H  2.54  -0.99  -4.05
H  3.52  0.50  -4.15
H  2.06  0.36  -5.12
H  0.73  1.93  -0.91
H  0.34  4.33  -0.62
H  1.09  5.90  -2.38
H  2.12  5.07  -4.45
H  2.44  2.65  -4.79

Results
**DFT total energy**: -117864.888 eV
**Total charge**: +3
**LUMO energy (alpha / beta)**: -9.030 / -9.483 eV
**Multiplicity**: 3

Mulliken population analysis, charges in e, atoms 1 to 99: number 1, W, carries 1.52; number 2, O, carries -0.34; number 3, S, carries -0.70; number 4, C, carries 0.96; number 5, C, carries -0.20; number 6, C, carries -1.23; number 7, C, carries -1.04; number 8, C, carries -1.02; number 9, C, carries 0.13; number 10, P, carries 2.64; number 11, C, carries 0.88; number 12, C, carries -0.85; number 13, C, carries -1.04; number 14, C, carries -0.89; number 15, C, carries -0.65; number 16, C, carries -1.32; number 17, C, carries 1.40; number 18, C, carries -0.65; number 19, C, carries -0.99; number 20, C, carries -0.81; number 21, C, carries -0.76; number 22, C, carries -0.44; number 23, C, carries 0.53; number 24, C, carries -0.45; number 25, C, carries -1.15; number 26, C, carries -1.09; number 27, C, carries -0.07; number 28, C, carries -0.52; number 29, P, carries 1.86; number 30, C, carries 0.75; number 31, C, carries 0.29; number 32, C, carries -0.85; number 33, C, carries -0.84; number 34, C, carries -0.86; number 35, C, carries -0.98; number 36, C, carries 1.09; number 37, C, carries -0.90; number 38, C, carries -0.98; number 39, C, carries -1.04; number 40, C, carries -1.00; number 41, C, carries -0.69; number 42, H, carries 0.56; number 43, H, carries 0.47; number 44, H, carries 0.48; number 45, H, carries 0.53; number 46, H, carries 0.82; number 47, H, carries 0.51; number 48, H, carries 0.46; number 49, H, carries 0.54; number 50, H, carries 0.51; number 51, H, carries 0.51; number 52, H, carries 0.50; number 53, H, carries 0.49; number 54, H, carries 0.58; number 55, H, carries -0.48; number 56, H, carries 0.80; number 57, H, carries 0.54; number 58, H, carries 0.51; number 59, H, carries 0.60; number 60, H, carries 0.24; number 61, H, carries 0.52; number 62, H, carries 0.46; number 63, H, carries 0.50; number 64, H, carries 0.48; number 65, H, carries 0.23; number 66, H, carries 0.50; number 67, H, carries 0.44; number 68, H, carries 0.52; number 69, H, carries 0.71; number 70, S, carries -0.01; number 71, C, carries 0.44; number 72, N, carries -0.57; number 73, C, carries -1.51; number 74, P, carries 1.63; number 75, C, carries -0.03; number 76, C, carries -0.68; number 77, C, carries -0.74; number 78, C, carries -0.97; number 79, C, carries -0.35; number 80, C, carries 0.11; number 81, C, carries 0.32; number 82, C, carries 0.57; number 83, C, carries -0.94; number 84, C, carries -0.93; number 85, C, carries -0.90; number 86, C, carries -0.53; number 87, H, carries 0.67; number 88, H, carries 0.32; number 89, H, carries 0.64; number 90, H, carries 0.57; number 91, H, carries 0.55; number 92, H, carries 0.48; number 93, H, carries 0.64; number 94, H, carries 0.34; number 95, H, carries 0.14; number 96, H, carries 0.49; number 97, H, carries 0.45; number 98, H, carries 0.46; number 99, H, carries 0.30

2.
# C58H53CdFGeN4O4P3

A molecular structure, C58H53CdFGeN4O4P3 (the ωB97M-V functional and the def2-TZVPD basis, OMol25).

CARTESIAN COORDINATES (ANGSTROEM)
Cd  0.37  0.28  0.45
F  -3.01  0.16  -3.46
Ge  -1.64  0.23  -2.36
C  -0.58  -1.23  -3.10
C  -1.25  -1.89  -4.13
C  -0.60  -2.83  -4.91
C  0.74  -3.10  -4.70
C  1.42  -2.45  -3.67
C  0.77  -1.52  -2.86
P  1.79  -0.78  -1.53
C  2.80  -2.20  -1.01
C  4.12  -2.39  -1.41
C  4.80  -3.56  -1.05
C  4.17  -4.52  -0.28
C  2.86  -4.33  0.14
C  2.18  -3.18  -0.23
C  2.94  0.34  -2.36
C  4.00  0.86  -1.62
C  4.95  1.66  -2.22
C  4.84  1.97  -3.57
C  3.77  1.48  -4.31
C  2.82  0.66  -3.71
C  -2.74  0.29  -0.73
C  -3.60  1.29  -0.59
C  -4.26  1.32  0.78
C  -4.97  0.02  1.03
C  -4.17  -1.02  0.89
C  -2.75  -0.63  0.52
P  -1.42  -1.90  0.32
C  -2.12  -2.96  -0.97
C  -1.38  -4.11  -1.28
C  -1.85  -5.00  -2.23
C  -3.06  -4.76  -2.88
C  -3.79  -3.62  -2.58
C  -3.33  -2.71  -1.63
C  -1.43  -3.00  1.77
C  -2.50  -3.86  2.04
C  -2.47  -4.68  3.15
C  -1.36  -4.68  4.00
C  -0.28  -3.87  3.71
C  -0.31  -3.03  2.60
C  -0.98  2.00  -2.84
C  -1.12  2.26  -4.21
C  -0.84  3.51  -4.73
C  -0.44  4.54  -3.89
C  -0.28  4.30  -2.53
C  -0.51  3.02  -2.00
P  -0.10  2.78  -0.24
C  1.42  3.81  -0.06
C  1.57  4.71  1.00
C  2.72  5.50  1.09
C  3.70  5.41  0.12
C  3.55  4.52  -0.94
C  2.42  3.72  -1.02
C  -1.32  3.69  0.74
C  -2.30  4.48  0.14
C  -3.18  5.21  0.94
C  -3.09  5.15  2.32
C  -2.12  4.35  2.92
C  -1.26  3.61  2.13
H  -2.29  -1.67  -4.32
H  -1.14  -3.33  -5.71
H  1.27  -3.81  -5.33
H  2.47  -2.67  -3.52
H  4.62  -1.65  -2.01
H  5.82  -3.71  -1.38
H  4.70  -5.43  -0.01
H  2.36  -5.09  0.74
H  1.15  -3.04  0.08
H  4.08  0.63  -0.56
H  5.79  2.04  -1.64
H  5.59  2.59  -4.05
H  3.68  1.73  -5.36
H  1.99  0.27  -4.29
H  -3.81  2.05  -1.35
H  -4.82  2.22  1.00
H  -6.00  -0.02  1.35
H  -4.45  -2.05  1.09
H  -0.44  -4.31  -0.78
H  -1.27  -5.89  -2.47
H  -3.43  -5.47  -3.61
H  -4.73  -3.43  -3.08
H  -3.92  -1.83  -1.42
H  -3.35  -3.91  1.36
H  -3.31  -5.35  3.36
H  -1.34  -5.34  4.86
H  0.61  -3.89  4.35
H  0.54  -2.41  2.36
H  -1.50  1.48  -4.86
H  -0.95  3.69  -5.79
H  -0.24  5.53  -4.28
H  0.04  5.10  -1.89
H  0.79  4.84  1.73
H  2.82  6.20  1.91
H  4.58  6.04  0.17
H  4.30  4.47  -1.72
H  2.31  3.04  -1.87
H  -2.37  4.55  -0.94
H  -3.94  5.83  0.47
H  -3.77  5.73  2.94
H  -2.05  4.30  4.00
H  -0.53  2.95  2.60
O  2.07  1.76  2.08
H  1.83  2.67  2.32
H  3.01  1.81  1.86
O  2.83  -0.89  1.78
H  2.76  -1.86  1.76
H  3.75  -0.72  1.52
O  -3.07  1.40  1.71
N  -2.26  0.31  1.62
C  0.16  -0.99  6.91
N  -0.29  -0.67  5.55
C  -1.65  -0.84  5.10
C  -1.50  -0.40  3.68
O  -2.53  -0.44  2.90
N  -0.29  -0.03  3.37
C  0.44  -0.23  4.53
N  1.73  -0.03  4.55
H  -0.61  -0.68  7.62
H  1.07  -0.45  7.15
H  0.33  -2.06  7.03
H  -2.36  -0.20  5.63
H  -1.99  -1.88  5.18
H  2.17  0.28  3.68
H  2.28  -0.14  5.38

Results
**DFT total energy**: -166798.177 eV
**Total charge**: +3
**LUMO energy**: -7.383 eV
**Relative energy (zero: lowest compared OMol25 entry of this formula, charge and spin)**: 4.6 kJ/mol

Mulliken population analysis, charges in e, atoms 1 to 99: number 1, Cd, carries 3.96; number 2, F, carries -0.51; number 3, Ge, carries 1.07; number 4, C, carries -0.49; number 5, C, carries -0.51; number 6, C, carries -0.82; number 7, C, carries -1.04; number 8, C, carries -0.44; number 9, C, carries 0.22; number 10, P, carries 1.61; number 11, C, carries 0.07; number 12, C, carries -0.51; number 13, C, carries -0.92; number 14, C, carries -0.93; number 15, C, carries -0.64; number 16, C, carries -0.16; number 17, C, carries 0.50; number 18, C, carries -0.36; number 19, C, carries -0.75; number 20, C, carries -0.71; number 21, C, carries -0.73; number 22, C, carries -0.81; number 23, C, carries -0.24; number 24, C, carries -0.51; number 25, C, carries 0.01; number 26, C, carries -1.31; number 27, C, carries -0.62; number 28, C, carries 0.06; number 29, P, carries 0.43; number 30, C, carries 0.78; number 31, C, carries -0.58; number 32, C, carries -0.82; number 33, C, carries -0.77; number 34, C, carries -0.70; number 35, C, carries -0.12; number 36, C, carries 0.91; number 37, C, carries -0.74; number 38, C, carries -0.99; number 39, C, carries -0.82; number 40, C, carries -1.10; number 41, C, carries 0.20; number 42, C, carries -0.21; number 43, C, carries -0.54; number 44, C, carries -0.92; number 45, C, carries -0.96; number 46, C, carries -0.24; number 47, C, carries -0.30; number 48, P, carries 0.80; number 49, C, carries 0.44; number 50, C, carries -0.29; number 51, C, carries -0.77; number 52, C, carries -1.01; number 53, C, carries -0.82; number 54, C, carries -0.27; number 55, C, carries 1.01; number 56, C, carries -0.87; number 57, C, carries -0.72; number 58, C, carries -0.99; number 59, C, carries -0.69; number 60, C, carries -0.30; number 61, H, carries 0.71; number 62, H, carries 0.46; number 63, H, carries 0.50; number 64, H, carries 0.57; number 65, H, carries 0.51; number 66, H, carries 0.48; number 67, H, carries 0.45; number 68, H, carries 0.56; number 69, H, carries 0.40; number 70, H, carries 0.26; number 71, H, carries 0.50; number 72, H, carries 0.47; number 73, H, carries 0.50; number 74, H, carries 0.41; number 75, H, carries 0.59; number 76, H, carries 0.73; number 77, H, carries 0.52; number 78, H, carries 0.47; number 79, H, carries 0.23; number 80, H, carries 0.52; number 81, H, carries 0.46; number 82, H, carries 0.50; number 83, H, carries -0.01; number 84, H, carries 0.36; number 85, H, carries 0.52; number 86, H, carries 0.46; number 87, H, carries 0.62; number 88, H, carries 0.21; number 89, H, carries 0.56; number 90, H, carries 0.51; number 91, H, carries 0.48; number 92, H, carries 0.67; number 93, H, carries 0.45; number 94, H, carries 0.50; number 95, H, carries 0.43; number 96, H, carries 0.57; number 97, H, carries 0.46; number 98, H, carries 0.35; number 99, H, carries 0.47